{"formula": "C70H161N7O21", "method": "the ωB97M-V functional and the def2-TZVPD basis", "e_above_lowest_ev": 5.452, "spin_multiplicity": 1, "orbital_gap_ev": 9.0, "total_energy_ha": -4726.769670, "elements": ["C", "C", "O", "C", "H", "H", "H", "H", "H", "H", "C", "C", "O", "C", "H", "H", "H", "H", "H", "H", "C", "C", "O", "C", "H", "H", "H", "H", "H", "H", "C", "C", "O", "C", "H", "H", "H", "H", "H", "H", "C", "C", "O", "C", "H", "H", "H", "H", "H", "H", "C", "C", "O", "C", "H", "H", "H", "H", "H", "H", "C", "C", "O", "C", "H", "H", "H", "H", "H", "H", "C", "C", "O", "C", "H", "H", "H", "H", "H", "H", "C", "C", "O", "C", "H", "H", "H", "H", "H", "H", "C", "C", "O", "C", "H", "H", "H", "H", "H", "H", "C", "C", "O", "C", "H", "H", "H", "H", "H", "H", "C", "C", "O", "C", "H", "H", "H", "H", "H", "H", "C", "C", "O", "C", "H", "H", "H", "H", "H", "H", "C", "C", "O", "C", "H", "H", "H", "H", "H", "H", "C", "C", "C", "O", "C", "N", "H", "H", "H", "H", "H", "H", "H", "H", "H", "H", "H", "C", "C", "C", "O", "C", "N", "H", "H", "H", "H", "H", "H", "H", "H", "H", "H", "H", "C", "C", "C", "O", "C", "N", "H", "H", "H", "H", "H", "H", "H", "H", "H", "H", "H", "C", "C", "C", "O", "C", "N", "H", "H", "H", "H", "H", "H", "H", "H", "H", "H", "H", "C", "C", "C", "O", "C", "N", "H", "H", "H", "H", "H", "H", "H", "H", "H", "H", "H", "C", "C", "C", "O", "C", "N", "H", "H", "H", "H", "H", "H", "H", "H", "H", "H", "H", "C", "C", "C", "O", "C", "N", "H", "H", "H", "H", "H", "H", "H", "H", "H", "H", "H"], "positions_angstrom": [[-0.52977, 1.88251, 5.43423], [-1.62181, 2.13121, 4.42901], [-1.52681, 1.82841, 3.28080], [-2.93625, 2.60832, 4.97673], [0.44928, 1.81610, 4.89952], [-0.58783, 1.00623, 6.06248], [-0.45869, 2.77359, 6.08603], [-2.79605, 3.48375, 5.57189], [-3.45925, 1.80869, 5.64304], [-3.69594, 2.73939, 4.20790], [5.83823, 1.52197, -2.30782], [5.24659, 1.35338, -3.68725], [4.08407, 0.93747, -3.80279], [6.14395, 1.54344, -4.88996], [6.65221, 2.28372, -2.31102], [6.32101, 0.61092, -1.94392], [5.08555, 1.92756, -1.61223], [6.91911, 0.74927, -5.00376], [6.67605, 2.49060, -4.66802], [5.64159, 1.68690, -5.88021], [-4.95703, -0.00902, -5.89609], [-5.63192, 0.97690, -6.80335], [-6.79802, 0.83694, -7.10201], [-4.81469, 2.14396, -7.38518], [-4.75302, 0.40397, -4.91719], [-4.00892, -0.32235, -6.33969], [-5.64890, -0.82273, -5.71555], [-4.40587, 2.86100, -6.65041], [-5.46275, 2.65813, -8.08304], [-3.96543, 1.80032, -7.93478], [1.23398, -6.86758, 0.32555], [0.37683, -5.93193, -0.57557], [0.39328, -5.91841, -1.79701], [-0.59398, -5.04617, 0.07660], [2.11920, -7.19233, -0.20412], [0.74424, -7.82659, 0.34142], [1.34370, -6.46117, 1.29418], [-0.03134, -4.47493, 0.77927], [-1.35788, -5.59374, 0.65571], [-1.22607, -4.46243, -0.56242], [-3.92620, -0.99019, 1.87722], [-4.05892, -2.44684, 1.51575], [-3.20327, -3.23007, 2.00144], [-5.11656, -2.97210, 0.63236], [-4.37468, -0.37107, 1.08472], [-2.88414, -0.75070, 1.91485], [-4.33463, -0.83423, 2.87382], [-5.39777, -3.88967, 1.17438], [-4.86876, -3.18535, -0.41892], [-5.97500, -2.30012, 0.57630], [-2.42196, 3.45726, 0.74280], [-3.77638, 2.86299, 0.49069], [-3.88966, 2.02649, -0.37777], [-5.01096, 3.32654, 1.22678], [-2.55320, 4.36870, 1.39527], [-1.82838, 3.81676, -0.14930], [-1.81177, 2.75832, 1.32241], [-5.58058, 3.84084, 0.40287], [-4.84236, 4.04634, 2.01765], [-5.62823, 2.47636, 1.51542], [0.41220, -2.91649, -4.19241], [0.54175, -1.43700, -3.84304], [-0.26930, -0.58471, -4.17136], [1.73039, -1.05401, -3.01397], [1.23907, -3.25533, -4.77128], [-0.52353, -3.19908, -4.65667], [0.46494, -3.53209, -3.30113], [1.73909, -1.55485, -2.06594], [1.84735, 0.02167, -2.91959], [2.52781, -1.49638, -3.56268], [5.87697, 4.57565, 0.34248], [5.23127, 5.88244, 0.80586], [4.06001, 6.12220, 0.53986], [6.08131, 6.84484, 1.66129], [5.11286, 3.91712, -0.13756], [6.42786, 4.08160, 1.10254], [6.47886, 4.94562, -0.51628], [6.46655, 6.33079, 2.53902], [5.45886, 7.71828, 1.84233], [6.94208, 7.11511, 1.04462], [4.12570, -2.19910, 4.21071], [3.51917, -3.50059, 4.61367], [3.47982, -3.87146, 5.79120], [3.06248, -4.34902, 3.48339], [3.51445, -1.80797, 3.33247], [5.15766, -2.35806, 3.98182], [3.98960, -1.51123, 5.00203], [3.23169, -5.38731, 3.75671], [3.65896, -4.08357, 2.62160], [1.94896, -4.17088, 3.42444], [7.72570, -0.64314, 1.33182], [6.46966, -0.08254, 0.81381], [6.28121, 1.11664, 0.91967], [5.43206, -1.06455, 0.36789], [8.15523, -1.11173, 0.45721], [7.49378, -1.50810, 1.92658], [8.48350, -0.03769, 1.83620], [5.35106, -1.93132, 1.03831], [5.61359, -1.52994, -0.58686], [4.40702, -0.70844, 0.28302], [1.28051, 4.53075, -0.28448], [2.38285, 3.75608, -0.99432], [3.01935, 2.90017, -0.39267], [2.79706, 4.15946, -2.38314], [1.30213, 4.37490, 0.79080], [0.39011, 4.19990, -0.87093], [1.50211, 5.52913, -0.49764], [2.00051, 4.44306, -3.04899], [3.40132, 3.39828, -2.87904], [3.37187, 5.12738, -2.27691], [3.59159, 3.79528, 3.04487], [2.59545, 2.74363, 3.38574], [1.40677, 2.92333, 3.18756], [3.22814, 1.51483, 4.01522], [3.39452, 4.61151, 3.64944], [3.47930, 4.24138, 2.00841], [4.56372, 3.37287, 3.24456], [3.63220, 1.83746, 4.99517], [4.02869, 1.15415, 3.41543], [2.49363, 0.76088, 4.21428], [4.08040, -5.21610, -3.50398], [4.26657, -4.00531, -2.60374], [5.04865, -3.12955, -2.87818], [3.43553, -3.95680, -1.37255], [4.44217, -6.03772, -2.83339], [4.64474, -5.05654, -4.37212], [3.02469, -5.32202, -3.68961], [2.38305, -3.59900, -1.61137], [3.82306, -3.32690, -0.55102], [3.19934, -4.93451, -0.99957], [-2.82155, -4.55226, -3.77094], [-3.33606, -5.58311, -4.71697], [-3.88500, -6.53646, -4.25776], [-3.16619, -5.38220, -6.18204], [-2.61231, -3.62386, -4.31474], [-1.94338, -4.97766, -3.20320], [-3.60203, -4.31757, -3.02911], [-2.34005, -4.66119, -6.27126], [-4.10982, -4.90599, -6.46222], [-3.03409, -6.34127, -6.66609], [1.28836, 1.52041, -7.29879], [2.26842, 2.58128, -6.73147], [3.34886, 2.98602, -7.78788], [4.39147, 3.66156, -7.10081], [5.54014, 3.99328, -7.86210], [1.42744, 3.78448, -6.24215], [0.48820, 1.53746, -6.58138], [1.63309, 0.49575, -7.30361], [0.86093, 1.64179, -8.32458], [2.80329, 2.10350, -5.84903], [2.96429, 3.65038, -8.59344], [3.71676, 2.11139, -8.33253], [6.15916, 3.07252, -8.04961], [6.09740, 4.69980, -7.33714], [5.20741, 4.39243, -8.82306], [2.07357, 4.53938, -5.98337], [0.91358, 4.08719, -7.08439], [-0.52742, -7.54962, 5.88783], [0.50563, -6.47195, 5.99091], [0.03217, -5.24492, 6.72355], [-1.12068, -4.65613, 6.18236], [-0.97244, -3.94944, 4.99415], [1.77553, -6.98129, 6.61179], [-0.97939, -7.76440, 6.83281], [-0.11781, -8.45556, 5.44813], [-1.38688, -7.17763, 5.27321], [0.83690, -6.10140, 5.05250], [0.90501, -4.55533, 6.74810], [-0.20060, -5.41233, 7.82114], [-0.65282, -4.52418, 4.05409], [-0.13077, -3.17513, 5.09112], [-1.89366, -3.35710, 4.78305], [1.52775, -7.37946, 7.50354], [2.51540, -6.32832, 6.77292], [-6.62044, -4.88032, -2.26065], [-6.94754, -4.00881, -3.46264], [-6.40189, -2.55569, -3.45928], [-7.02772, -1.77063, -2.46135], [-6.71258, -0.40721, -2.75131], [-6.36641, -4.66871, -4.68045], [-6.32643, -4.27805, -1.42494], [-5.87269, -5.63699, -2.56504], [-7.44831, -5.56990, -1.91783], [-8.04034, -4.02448, -3.71265], [-6.64691, -2.18737, -4.44740], [-5.27908, -2.51251, -3.35556], [-5.62836, -0.19442, -2.87359], [-7.13190, 0.20637, -1.87672], [-7.10887, -0.08491, -3.73415], [-6.81944, -4.53374, -5.56245], [-6.05679, -5.65378, -4.56693], [-1.54235, -2.86659, 9.87199], [-1.81364, -1.88355, 8.73867], [-0.54006, -1.50966, 7.89188], [0.41630, -0.89421, 8.66389], [1.58040, -0.80455, 7.86798], [-2.94283, -2.37443, 7.94338], [-0.54426, -2.68758, 10.23981], [-1.57463, -3.91423, 9.48393], [-2.22264, -2.77455, 10.80714], [-2.21070, -0.96896, 9.19672], [-0.85312, -0.88903, 6.99226], [-0.11985, -2.47222, 7.47233], [1.90406, -1.77207, 7.39827], [2.39808, -0.41174, 8.48967], [1.39723, -0.05303, 7.07804], [-3.27013, -1.61857, 7.42661], [-2.65797, -3.10231, 7.24809], [-0.25734, -1.42106, 1.74208], [0.35161, -0.81801, 0.50297], [-0.71274, -0.29017, -0.44180], [-1.71334, -1.31346, -0.56928], [-2.78202, -0.89111, -1.34944], [1.30077, 0.25575, 0.83445], [-0.77800, -0.59351, 2.29384], [0.57156, -1.70565, 2.42028], [-0.87294, -2.31320, 1.57615], [0.83534, -1.61228, -0.03066], [-0.21150, -0.07612, -1.39078], [-1.17269, 0.63480, -0.10998], [-3.46254, -1.74309, -1.42146], [-2.47829, -0.46492, -2.33701], [-3.34770, -0.07361, -0.86179], [0.90916, 0.82338, 1.60003], [1.56607, 0.88505, 0.12524], [-1.55515, 3.09858, -3.26957], [-2.45040, 3.65488, -4.36840], [-3.83228, 3.96047, -3.89495], [-4.49988, 2.85153, -3.35329], [-5.90186, 3.01602, -3.19314], [-1.81275, 4.79742, -4.96709], [-0.59964, 2.83612, -3.77146], [-2.01084, 2.19123, -2.82921], [-1.41883, 3.83193, -2.49312], [-2.53171, 2.78197, -5.06136], [-4.37076, 4.31195, -4.79862], [-3.75548, 4.82250, -3.19413], [-6.24928, 2.12904, -2.66649], [-6.39357, 3.11155, -4.19934], [-6.15583, 3.90791, -2.59676], [-0.84221, 4.59065, -5.01059], [-2.13759, 4.98136, -5.89393], [-2.18317, 6.22911, 3.44852], [-0.81246, 5.54810, 3.32914], [0.38380, 6.44003, 2.82893], [0.71925, 7.50255, 3.69559], [1.97109, 8.05479, 3.36958], [-0.45090, 5.04694, 4.63746], [-2.96528, 5.57338, 3.70792], [-2.36597, 6.71487, 2.51281], [-2.09485, 6.96914, 4.23926], [-1.04429, 4.71232, 2.65196], [0.20062, 6.80107, 1.72893], [1.25017, 5.75051, 2.82342], [2.72580, 7.34536, 3.60485], [2.15706, 8.90157, 4.03092], [1.97352, 8.32547, 2.26346], [0.36674, 4.42264, 4.57650], [-0.14932, 5.84890, 5.17094]]}